# 1
This record from OMol25 describes a molecular structure, C4H7PS. The level of theory is the ωB97M-V functional and the def2-TZVPD basis.

Calculated values
Highest occupied orbital energy (alpha / beta) ... -7.9355 / -7.9331 eV
Energy ... -24381.5599 eV
ΔE to the lowest compared entry with this formula, charge and spin ... 65.6 kcal/mol
Maximum force ... 2.7 eV Å⁻¹
HOMO-LUMO gap (alpha / beta) ... 7.14 / 7.14 eV

Each line ends with the Löwdin charge.
Geometry (Å):
H  -0.37315  0.87876  -1.45013  -0.2136
H  -1.56157  1.57947  -0.04940  -0.2702
S  -1.46254  1.68447  -1.36223  0.5180
C  -0.39334  0.16530  1.52417  -0.4513
C  0.30553  -1.55806  -0.41726  -0.0470
H  1.88017  1.09316  -0.67302  0.0900
C  0.45584  -0.29256  0.39570  -0.5303
H  1.17425  -1.70332  -1.00666  0.0689
C  1.18283  0.84023  0.18877  -0.3000
H  -0.46969  -1.37100  -1.09295  0.0454
H  -1.18018  -0.44069  2.06515  0.0793
P  0.36846  1.59896  1.77902  0.9325
H  0.07339  -2.47473  0.09884  0.0782

=====

# 2
This record from OMol25 describes 2 unconnected molecules or ions with the total composition C4H8. The level of theory is the ωB97M-V functional and the def2-TZVPD basis.

Calculated values
SMILES string ... C=C.C=C
Highest occupied orbital energy ... -9.8183 eV
Energy ... -4275.2780 eV
ΔE to the lowest compared entry with this formula, charge and spin ... 44.2 kcal/mol
Maximum force ... 1.7 eV Å⁻¹
HOMO-LUMO gap ... 11.08 eV

Each line ends with the Löwdin charge.
Geometry (Å):
H  1.24805  -1.95482  -0.88433  0.0434
H  -0.89611  2.81730  -1.32157  0.0426
H  1.29316  -1.10170  2.06991  0.0474
C  -1.41302  1.28633  0.01218  -0.1080
H  -1.21461  1.88678  0.89408  0.0508
H  -1.98308  0.36959  0.13372  0.0543
H  0.37483  -0.31973  0.67039  0.0053
C  1.45636  -1.98430  0.17946  -0.0794
H  2.00641  -2.87222  0.46125  0.0407
C  -1.11460  1.76777  -1.19329  -0.0736
C  1.15386  -0.99577  1.00244  -0.0716
H  -0.91125  1.10078  -2.02422  0.0481

=====

# 3
This record from OMol25 describes a single C4H8B2 molecule. The level of theory is the ωB97M-V functional and the def2-TZVPD basis.

Calculated values
SMILES string ... BC#CCCB
Highest occupied orbital energy ... -9.6433 eV
Energy ... -5626.3534 eV
ΔE to the lowest compared entry with this formula, charge and spin ... 26.3 kcal/mol
Maximum force ... 4.1 eV Å⁻¹
HOMO-LUMO gap ... 9.50 eV

Each line ends with the Löwdin charge.
Geometry (Å):
H  -0.35326  2.21122  3.28654  0.0074
H  0.96239  -1.69308  -0.44748  0.1346
H  0.52436  0.12213  -2.49593  0.0589
B  -1.27623  -0.78844  -1.65250  0.0301
H  -1.86740  -0.29884  -2.61277  0.0398
C  1.08488  -0.58627  -0.58420  -0.2136
H  -0.37736  0.21263  3.85950  0.0470
H  -0.17705  0.87468  -1.19156  0.1206
H  2.04447  -0.31345  -0.92911  0.1074
C  0.46561  0.65282  1.65766  -0.0262
H  -1.90061  -1.45157  -0.91328  0.0293
C  0.77876  0.05582  0.66455  -0.0562
B  0.00729  1.09577  2.97827  -0.0579
C  0.08416  -0.09341  -1.61967  -0.2210

=====

# 4
This record from OMol25 describes a single C4H8BN molecule. The level of theory is the ωB97M-V functional and the def2-TZVPD basis.

Calculated values
SMILES string ... BN=C=C(C)C
Highest occupied orbital energy ... -8.2291 eV
Energy ... -6442.2576 eV
ΔE to the lowest compared entry with this formula, charge and spin ... 53.3 kcal/mol
Maximum force ... 4.4 eV Å⁻¹
HOMO-LUMO gap ... 9.01 eV

Each line ends with the Löwdin charge.
Geometry (Å):
H  -0.85738  2.17645  0.70152  0.0446
C  -0.63114  0.06128  0.11926  -0.2535
H  -2.33569  1.27921  0.93920  0.0926
H  -0.69978  -1.97402  -0.44157  0.0376
B  3.15173  -0.13949  -0.37409  -0.1268
H  3.41980  -1.31670  -0.30093  0.0382
H  -1.81472  1.72810  -0.65661  0.0671
N  1.80425  0.02657  -0.24165  0.1390
C  -1.41177  1.39299  0.29077  -0.0490
C  0.65703  0.10107  -0.00670  -0.0926
H  -2.24491  -1.28558  -0.62285  0.0664
C  -1.34742  -1.29952  -0.09076  -0.0087
H  3.85742  0.70462  -0.21100  -0.0042
H  -1.54744  -1.45496  0.89542  0.0492

=====

# 5
This record from OMol25 describes a molecular structure, C4H8BN5O5Yb. The level of theory is the ωB97M-V functional and the def2-TZVPD basis.

Calculated values
Highest occupied orbital energy ... -18.0192 eV
Charge ... +2
Energy ... -54152.9290 eV
Maximum force ... 5.6 eV Å⁻¹
HOMO-LUMO gap ... 8.29 eV

Each line ends with the Löwdin charge.
Geometry (Å):
N  0.31425  -1.30058  0.90014  0.1646
H  1.72787  1.64725  0.57267  0.0339
C  -0.92807  2.06702  0.08935  -0.6874
N  -0.57205  0.60549  0.41129  0.1272
H  -4.46703  -1.80749  0.78609  0.1431
H  2.38741  0.42270  -1.42576  0.1375
H  3.66212  0.82924  -0.33343  0.1328
O  -2.76856  -0.00295  0.38639  0.2587
B  -3.59325  -0.80604  -0.59946  -0.6858
C  -1.54319  -0.28997  0.51451  -0.3297
H  -2.96893  0.33222  -2.03526  0.1287
O  -3.54265  -0.42440  -1.87140  0.2930
C  2.78663  0.19600  -0.44459  -0.1717
O  -1.04761  2.86116  1.04272  -0.0115
O  -1.05023  2.29948  -1.07148  0.1856
O  -4.31809  -1.82713  -0.16559  0.2930
N  0.60115  -0.02350  0.64186  -0.1172
N  1.86181  0.62940  0.65024  -0.0718
H  2.52833  -1.90522  -0.76769  0.0814
H  4.22100  -1.37023  -0.71622  0.0999
H  3.26841  -1.53177  0.74989  0.0838
Yb  1.14507  2.11796  2.16220  1.7544
C  3.23711  -1.23989  -0.29300  -0.0571
N  -0.94152  -1.47874  0.81656  0.2145

=====

# 6
This record from OMol25 describes a molecular structure, C4H8BaO2. The level of theory is the ωB97M-V functional and the def2-TZVPD basis.

Calculated values
Highest occupied orbital energy ... -15.4038 eV
Charge ... +2
Energy ... -9048.1539 eV
Maximum force ... 4.0 eV Å⁻¹
HOMO-LUMO gap ... 6.50 eV

Each line ends with the Löwdin charge.
Geometry (Å):
Ba  -1.94427  -0.35631  5.64359  1.9611
C  -0.52094  0.02317  0.59608  -0.0668
C  -0.47439  0.88864  -0.47350  -0.0790
C  -0.82826  0.52738  1.87875  -0.2679
H  -0.56371  0.05381  -2.10086  0.1684
H  1.41934  0.62816  -1.37334  0.1158
O  1.59264  -2.04285  -2.07553  -0.0611
H  2.53611  -1.93499  -1.91204  0.0478
H  -0.92910  1.61932  1.99873  0.1330
H  1.19850  -2.25761  -1.21724  0.0269
H  -0.71911  1.93917  -0.28098  0.1284
H  0.34471  1.52502  -2.34373  0.0860
H  -0.43205  -1.05657  0.45962  0.1284
C  0.36116  0.65188  -1.67532  -0.0720
O  -1.04063  -0.20821  2.87577  -0.2491

=====

# 7
This record from OMol25 describes a molecular structure, C4H8BiMgO3. The level of theory is the ωB97M-V functional and the def2-TZVPD basis.

Calculated values
Highest occupied orbital energy (alpha / beta) ... -14.0477 / -15.7980 eV
Charge ... +2
Energy ... -21683.1349 eV
Multiplicity ... 2
ΔE to the lowest compared entry with this formula, charge and spin ... 20.0 kcal/mol
Maximum force ... 5.1 eV Å⁻¹
HOMO-LUMO gap (alpha / beta) ... 1.98 / 3.68 eV

Each line ends with the Löwdin charge.
Geometry (Å):
C  2.22557  1.59890  -1.53275  -0.3104
H  1.47834  -1.66444  1.41126  0.1785
C  -1.32484  0.70410  -1.26716  -0.1937
Bi  -1.23533  -1.07607  1.40581  2.0776
C  2.75190  0.70036  -0.46366  -0.0325
H  2.31990  1.16993  -2.54804  0.1359
H  -1.95576  1.55458  -0.95787  0.1582
O  0.81216  1.81771  -1.26630  -0.2418
H  3.84229  0.57498  -0.48424  0.0318
H  2.71298  2.59025  -1.58064  0.1421
H  -1.95942  0.05916  -1.89791  0.1603
O  -0.88249  0.05371  -0.11533  -0.5566
H  -0.40600  1.73822  -2.95198  0.1655
H  0.37802  0.20301  -2.44659  0.1481
C  -0.11721  1.12192  -2.08628  -0.1554
O  0.68343  -1.01407  1.58143  -0.5075
Mg  0.86981  0.73645  0.66571  0.8000

=====

# 8
This record from OMol25 describes a single C4H8Br2FNO2S molecule. The level of theory is the ωB97M-V functional and the def2-TZVPD basis.

Calculated values
SMILES string ... C[C@H](Br)[C@@H](Br)N(C)S(=O)(=O)F
Highest occupied orbital energy ... -10.3116 eV
Energy ... -163500.0481 eV
Maximum force ... 0.6 eV Å⁻¹
HOMO-LUMO gap ... 10.64 eV

Each line ends with the Löwdin charge.
Geometry (Å):
C  0.57092  -2.03979  -0.65324  -0.1375
F  2.34674  0.59879  -0.92526  -0.1344
H  -0.42688  -0.32437  1.81424  0.0632
C  -1.39882  1.03634  0.39891  -0.7796
H  1.49803  -2.08170  -1.21757  0.0882
S  1.86065  -0.06055  0.41511  0.5893
C  -0.83449  1.76330  -0.80675  -0.1413
Br  -1.42884  2.21454  1.95421  0.7198
C  -0.72305  -0.31562  0.76999  -0.7144
Br  -2.08445  -1.70486  0.66856  0.8010
H  -0.74500  1.07419  -1.64714  0.0863
H  0.14140  2.19392  -0.59791  0.0643
O  2.81621  -1.07569  0.66693  -0.2250
H  -2.45325  0.84549  0.23751  0.0363
O  1.60332  1.00405  1.31150  -0.2422
N  0.43015  -0.68142  -0.09567  -0.2997
H  0.59238  -2.80151  0.12558  0.0827
H  -0.25675  -2.21608  -1.33254  0.0628
H  -1.50828  2.57097  -1.08648  0.0800

=====

Copy entry 1 word for word.
This record from OMol25 describes a molecular structure, C4H7PS. The level of theory is the ωB97M-V functional and the def2-TZVPD basis.

Calculated values
Highest occupied orbital energy (alpha / beta) ... -7.9355 / -7.9331 eV
Energy ... -24381.5599 eV
ΔE to the lowest compared entry with this formula, charge and spin ... 65.6 kcal/mol
Maximum force ... 2.7 eV Å⁻¹
HOMO-LUMO gap (alpha / beta) ... 7.14 / 7.14 eV

Each line ends with the Löwdin charge.
Geometry (Å):
H  -0.37315  0.87876  -1.45013  -0.2136
H  -1.56157  1.57947  -0.04940  -0.2702
S  -1.46254  1.68447  -1.36223  0.5180
C  -0.39334  0.16530  1.52417  -0.4513
C  0.30553  -1.55806  -0.41726  -0.0470
H  1.88017  1.09316  -0.67302  0.0900
C  0.45584  -0.29256  0.39570  -0.5303
H  1.17425  -1.70332  -1.00666  0.0689
C  1.18283  0.84023  0.18877  -0.3000
H  -0.46969  -1.37100  -1.09295  0.0454
H  -1.18018  -0.44069  2.06515  0.0793
P  0.36846  1.59896  1.77902  0.9325
H  0.07339  -2.47473  0.09884  0.0782